{"formula": "C2H6N3O3", "method": "wB97M-V/def2-TZVPD", "symbols": ["O", "C", "H", "H", "O", "H", "O", "N", "H", "H", "N", "N", "C", "H"], "xyz": [[-1.13, -0.54, 0.71], [-1.37, 0.69, 0.69], [0.73, 0.86, -0.51], [1.23, -2.62, -0.32], [-0.66, 1.62, 0.23], [-3.24, 0.41, 1.51], [2.95, -1.25, -1.47], [1.51, 0.43, -0.99], [2.19, 1.00, -1.43], [-2.86, 2.03, 1.22], [-2.56, 1.09, 1.33], [1.11, -1.64, -0.15], [1.91, -0.84, -0.91], [0.18, -1.25, 0.08]], "e_above_lowest_kcal_mol": 0.0, "homo_energy_ev": -5.2, "e_lumo_ha": 0.14945, "mol_weight_g_mol": 120.1, "charge": -1, "orbital_gap_ev": 9.2}

{"formula": "C5H14N2", "method": "wB97M-V/def2-TZVPD", "symbols": ["N", "C", "H", "H", "H", "C", "H", "H", "H", "H", "H", "H", "C", "C", "H", "C", "H", "H", "N", "H", "H"], "xyz": [[2.50, -1.16, 0.30], [-1.78, 0.92, -1.23], [2.04, -0.65, 2.26], [3.33, -1.61, 0.68], [-2.56, 1.68, -1.07], [0.76, 0.54, 0.87], [-0.79, 1.39, -1.39], [-1.15, -0.23, -2.75], [2.79, -0.63, -0.51], [0.47, 1.22, 1.70], [-2.47, -0.76, -2.06], [-0.07, -1.11, -0.30], [2.03, -0.14, 1.26], [-0.37, -0.53, 0.62], [-0.28, -1.28, 1.40], [-1.68, 0.16, 0.14], [-2.55, -0.49, 0.12], [2.85, 0.66, 1.53], [-2.06, 0.09, -2.43], [-1.95, 0.89, 0.92], [0.93, 1.06, -0.07]], "e_above_lowest_kcal_mol": 29.7, "homo_energy_ev": -9.4, "e_lumo_ha": 0.03761, "mol_weight_g_mol": 102.2, "charge": 0, "smiles": "NCCCCCN", "orbital_gap_ev": 10.4}

{"formula": "C39H95N9O5", "method": "wB97M-V/def2-TZVPD", "symbols": ["C", "H", "C", "H", "H", "H", "H", "H", "H", "H", "H", "H", "C", "H", "H", "H", "C", "H", "C", "H", "H", "H", "C", "H", "C", "H", "H", "C", "H", "C", "C", "C", "H", "C", "H", "H", "H", "H", "C", "C", "H", "H", "H", "H", "H", "H", "C", "H", "C", "H", "H", "C", "H", "C", "H", "C", "N", "H", "H", "H", "H", "H", "C", "O", "O", "H", "N", "H", "H", "H", "C", "O", "H", "H", "C", "H", "H", "O", "H", "H", "H", "H", "H", "N", "H", "H", "N", "H", "C", "C", "H", "C", "H", "N", "C", "H", "C", "H", "C", "H", "H", "H", "H", "C", "H", "H", "H", "H", "H", "C", "H", "N", "H", "H", "H", "C", "H", "C", "C", "C", "H", "H", "H", "C", "C", "H", "H", "H", "H", "N", "H", "N", "H", "H", "N", "H", "H", "H", "H", "C", "H", "H", "H", "C", "C", "H", "H", "O"], "xyz": [[2.20, -3.55, -9.99], [11.13, -5.90, -0.48], [-4.43, -0.70, -7.08], [-6.18, -2.38, 7.85], [8.95, -2.26, -2.31], [3.01, -5.05, -8.62], [1.39, -0.17, 6.65], [-11.10, -0.20, 10.05], [5.82, 6.03, -0.48], [8.81, 6.21, -2.34], [-0.29, 0.20, 9.65], [10.61, -3.57, -4.53], [-2.31, 0.20, 0.74], [6.08, -1.93, -9.35], [3.23, -1.14, -8.68], [-4.71, -1.40, -6.29], [4.60, 6.30, -4.73], [-4.34, 8.66, 7.69], [-3.55, 7.47, 6.15], [3.82, 6.04, -5.44], [-2.28, 1.51, 8.41], [-3.54, 0.34, -5.55], [-7.95, -2.57, 9.00], [7.73, 7.62, -2.15], [-0.79, 0.20, 0.55], [8.00, 6.40, -0.85], [11.38, -2.53, -3.31], [4.56, 5.63, -3.40], [4.72, 7.37, -4.59], [-3.03, 1.35, -8.74], [6.88, 5.78, -2.70], [4.08, -1.76, -8.39], [-8.87, -3.43, 6.75], [-9.24, -2.99, -1.72], [2.81, -2.11, -6.30], [3.52, 5.73, -3.08], [10.06, -1.95, -4.31], [7.11, 5.77, -3.77], [10.14, -5.36, -2.33], [-3.23, 1.46, -7.24], [4.24, -4.29, -9.53], [-2.09, 1.36, 2.37], [-0.43, 0.97, -0.13], [-2.30, 2.11, -9.02], [-7.54, -1.91, 9.77], [4.46, -1.20, -7.53], [-6.64, -5.11, -0.05], [-5.32, -0.46, -7.65], [-2.26, 8.73, 7.85], [2.20, -4.28, -10.81], [-4.65, 1.71, 2.03], [-9.52, -0.70, 8.65], [4.88, 4.66, -1.09], [-0.92, 8.39, 7.12], [2.87, 5.92, -1.18], [10.44, -2.82, -3.76], [-0.48, 0.96, 9.02], [-9.28, -1.92, -1.51], [-6.98, -3.96, 7.57], [-4.11, 0.59, 3.33], [-3.92, 1.60, -9.32], [4.68, -2.29, -10.40], [-1.71, 1.60, 9.33], [-0.06, 1.75, 6.94], [-8.90, -5.63, -0.56], [-10.61, -2.87, 5.28], [5.48, 6.22, -2.42], [-0.61, 7.39, 7.43], [9.37, -5.87, -2.91], [-9.29, -3.09, -2.80], [1.37, 0.03, 7.73], [-2.30, 9.30, 8.94], [-10.15, -3.46, -1.35], [-7.13, -3.18, -1.19], [8.33, -3.10, 0.16], [7.80, -2.27, -0.31], [1.20, -3.93, -5.64], [-2.79, 2.43, -6.60], [1.18, -0.95, 8.17], [2.79, -4.59, -5.77], [5.50, 6.00, -5.28], [-4.56, 7.06, 6.13], [9.81, -7.00, -0.94], [9.75, -4.08, -1.71], [-9.94, -0.05, 7.88], [8.60, -3.64, -3.37], [-8.05, -3.58, -1.07], [2.52, -2.61, -10.43], [5.03, 5.74, -1.16], [2.00, -4.11, -6.35], [-8.84, -0.01, 9.14], [9.35, -3.17, -2.74], [-0.98, 8.54, 6.04], [-3.69, 0.41, -6.54], [3.29, -4.08, -9.02], [-2.30, 1.17, 10.15], [10.64, -6.40, -1.32], [-2.64, 0.38, -9.04], [-6.73, -3.20, 8.31], [-8.52, -3.37, 9.48], [-4.66, 0.02, 1.69], [7.01, 4.72, -2.45], [-6.07, -3.69, 9.02], [0.24, 1.05, 7.91], [-11.12, -1.51, 6.27], [7.79, -4.60, -1.27], [-10.10, -1.70, 10.50], [-6.42, -4.55, 0.86], [-9.58, -1.44, 5.53], [7.87, 6.57, -1.92], [-10.28, -3.43, 7.69], [-2.75, 0.85, 1.79], [11.00, -5.17, -2.98], [-3.44, 7.86, 5.14], [4.74, 4.56, -3.52], [5.04, -1.68, -9.57], [7.65, -3.33, 0.98], [-10.27, -2.14, 6.01], [-4.13, 0.78, 2.25], [3.74, 6.42, -0.73], [9.19, -2.63, 0.62], [-0.11, 8.99, 7.54], [5.10, -0.64, -9.90], [-9.56, -2.74, 7.24], [2.53, -2.86, -7.04], [11.33, -7.11, -1.78], [-0.31, 0.45, 1.49], [-3.74, -1.24, -7.73], [-5.88, -4.92, -0.80], [3.62, -3.12, -7.97], [1.21, -3.31, -9.62], [-8.78, -1.83, 8.07], [-1.48, 2.65, 9.50], [1.65, -4.87, -7.05], [-3.46, 8.41, 7.26], [-2.92, 6.57, 6.19], [-0.43, -0.78, 0.24], [3.69, 7.47, -1.02], [-6.63, -6.16, 0.23], [-8.00, -4.79, -0.57], [8.92, -5.13, -0.09], [1.74, -2.39, -7.63], [-11.31, -1.71, 9.19], [-10.57, -1.10, 9.72], [8.68, -4.28, -0.73], [3.52, 6.37, 0.33], [2.34, 0.35, 8.10], [-2.94, -0.44, -0.05]], "e_above_lowest_kcal_mol": 73.2, "homo_energy_ev": -8.3, "e_lumo_ha": 0.00735, "mol_weight_g_mol": 770.2, "charge": 0, "smiles": "CCN(CC)CC.CCN(CC)CC.CCN(CC)CC.CCN(CC)CC.CNC(C)=O.CNC(C)=O.CNC(C)=O.CNC(C)=O.CNC(C)=O", "orbital_gap_ev": 8.5}

{"formula": "C4H9NOS", "method": "wB97M-V/def2-TZVPD", "symbols": ["H", "S", "H", "H", "O", "C", "H", "H", "H", "C", "H", "C", "H", "C", "H", "N"], "xyz": [[2.71, 0.08, -1.06], [-1.74, -1.60, 0.76], [-0.85, 2.00, 0.66], [-2.32, -0.90, -0.21], [2.75, -1.86, -1.32], [-1.07, 0.00, 1.49], [-1.76, 1.04, -0.27], [-0.19, -0.27, 1.97], [-1.71, 0.42, 2.27], [-0.86, 0.97, 0.39], [1.34, 0.79, 0.25], [2.12, -0.82, -1.19], [0.21, 1.50, -1.13], [0.41, 0.67, -0.41], [0.23, -1.46, -1.10], [0.72, -0.57, -1.08]], "e_above_lowest_kcal_mol": 44.2, "homo_energy_ev": -9.3, "e_lumo_ha": 0.02539, "mol_weight_g_mol": 119.2, "charge": 0, "smiles": "O=CNCCCS", "orbital_gap_ev": 10.0}

{"formula": "C4H7N3O", "method": "wB97M-V/def2-TZVPD", "symbols": ["H", "N", "O", "H", "C", "C", "C", "H", "H", "C", "H", "N", "H", "H", "N"], "xyz": [[-2.16, -1.46, 1.30], [0.51, -1.77, -0.21], [-2.59, -0.68, 0.19], [-0.11, -2.57, -0.50], [0.82, 0.57, -0.13], [-0.06, -0.60, -0.24], [-0.13, 1.74, -0.02], [-2.04, 1.74, -0.85], [1.40, -1.84, -0.84], [-1.27, -0.09, -0.13], [0.05, 2.79, -0.57], [-1.45, 1.29, 0.02], [2.01, -0.36, 1.38], [2.75, 1.06, 0.40], [2.27, 0.19, 0.19]], "e_above_lowest_kcal_mol": 167.3, "homo_energy_ev": -7.5, "e_lumo_ha": -0.00181, "mol_weight_g_mol": 113.1, "charge": 0, "orbital_gap_ev": 7.5}

{"formula": "CH7B2O2Tl", "method": "wB97M-V/def2-TZVPD", "symbols": ["H", "Tl", "C", "H", "B", "H", "O", "H", "H", "B", "O", "H", "H"], "xyz": [[-0.45, 2.19, -0.54], [-0.74, -1.25, 2.60], [0.26, -0.71, -0.74], [2.15, -0.82, 0.50], [1.42, 0.07, 0.13], [1.89, 0.93, -0.58], [-2.13, -0.15, 0.21], [0.48, -0.81, -1.83], [-1.88, -0.31, 1.16], [-1.05, 0.34, -0.54], [-0.94, 1.59, -1.13], [0.03, -1.73, -0.33], [0.97, 0.66, 1.09]], "homo_energy_ev": -20.8, "e_lumo_ha": -0.52153, "mol_weight_g_mol": 277.1, "charge": 2, "orbital_gap_ev": 6.7}

{"formula": "C4HF3", "method": "wB97M-V/def2-TZVPD", "symbols": ["F", "C", "H", "C", "C", "F", "F", "C"], "xyz": [[-0.75, 0.11, -1.21], [1.78, -2.12, -0.64], [1.04, 1.13, 0.06], [0.52, 0.45, 0.69], [1.38, -1.39, 0.23], [-1.82, -0.28, 0.67], [-1.33, 1.69, 0.06], [-0.82, 0.40, 0.14]], "e_above_lowest_kcal_mol": 87.4, "homo_energy_ev": [-11.4, -11.1], "multiplicity": 3, "e_lumo_ha": [-0.04199, -0.12852], "mol_weight_g_mol": 106.0, "charge": 0, "orbital_gap_ev": [10.3, 7.6]}

{"formula": "C4H5N3", "method": "wB97M-V/def2-TZVPD", "symbols": ["H", "H", "N", "C", "H", "C", "H", "H", "N", "C", "N", "C"], "xyz": [[-0.42, 0.08, -2.04], [-0.34, -2.46, 0.78], [0.46, -1.38, -0.83], [-0.21, -1.52, 0.24], [-1.18, -0.26, 1.65], [0.31, 0.02, -1.22], [-0.91, 1.58, -0.13], [1.25, 0.46, -1.56], [0.83, 2.04, 1.45], [-0.27, 0.70, 0.01], [-0.85, -0.36, 0.70], [1.33, 1.11, 0.94]], "e_above_lowest_kcal_mol": 76.9, "homo_energy_ev": -9.9, "e_lumo_ha": 0.00072, "mol_weight_g_mol": 95.1, "charge": 0, "smiles": "N#C[C@H]1CN=CN1", "orbital_gap_ev": 9.9}

{"formula": "C4H6O2", "method": "wB97M-V/def2-TZVPD", "symbols": ["H", "H", "C", "O", "C", "H", "C", "H", "H", "C", "O", "H"], "xyz": [[1.49, -1.41, 0.03], [-1.37, -1.38, -0.18], [-0.63, -0.76, 0.32], [2.19, 1.25, -0.45], [1.17, 0.70, -0.16], [0.67, -0.91, -1.45], [0.73, -0.73, -0.37], [-1.28, 1.04, -0.79], [-1.67, 1.13, 0.99], [-0.98, 0.73, 0.26], [0.23, 1.42, 0.46], [-0.54, -1.09, 1.36]], "e_above_lowest_kcal_mol": 5.6, "homo_energy_ev": -10.2, "e_lumo_ha": 0.03237, "mol_weight_g_mol": 86.1, "charge": 0, "smiles": "O=C1CCCO1", "orbital_gap_ev": 11.1}

{"formula": "C6H9N", "method": "wB97M-V/def2-TZVPD", "symbols": ["H", "C", "H", "H", "N", "C", "H", "H", "C", "C", "H", "C", "H", "H", "H", "C"], "xyz": [[0.08, -2.89, 0.74], [-0.50, 0.63, 0.75], [1.99, 0.27, 1.07], [0.61, 2.39, -1.95], [1.64, -0.59, 0.64], [-0.49, -2.02, 1.08], [-0.87, 1.52, -2.29], [-1.13, 1.12, 1.48], [-0.02, 0.94, -0.46], [0.82, -0.34, -0.54], [-1.46, -2.02, 0.57], [-0.29, 1.98, -1.48], [-0.68, -2.13, 2.15], [0.98, -0.95, -1.42], [-0.89, 2.81, -1.09], [0.20, -0.73, 0.75]], "e_above_lowest_kcal_mol": 71.2, "homo_energy_ev": -8.3, "e_lumo_ha": 0.03800, "mol_weight_g_mol": 95.1, "charge": 0, "smiles": "CC1=C[C@]2(C)N[C@H]12", "orbital_gap_ev": 9.3}

{"formula": "C25H54N4O29", "method": "wB97M-V/def2-TZVPD", "symbols": ["H", "N", "H", "O", "O", "H", "H", "H", "H", "N", "H", "H", "O", "O", "H", "H", "O", "H", "C", "O", "O", "C", "C", "O", "C", "O", "H", "H", "H", "H", "H", "O", "O", "C", "O", "O", "H", "H", "O", "O", "C", "H", "C", "H", "H", "H", "C", "H", "H", "H", "H", "H", "C", "O", "O", "O", "C", "H", "H", "H", "H", "H", "O", "C", "H", "C", "H", "O", "C", "H", "C", "N", "C", "H", "H", "O", "C", "O", "O", "C", "H", "C", "H", "C", "H", "O", "O", "H", "H", "H", "C", "H", "O", "H", "H", "C", "H", "O", "H", "C", "H", "H", "H", "C", "H", "H", "O", "C", "N", "C", "O", "H"], "xyz": [[2.77, -3.98, -0.89], [-0.29, 4.19, -0.93], [-1.12, 0.60, -1.31], [0.08, -0.79, -0.17], [5.70, -1.27, -2.00], [5.46, 1.05, 2.43], [-4.08, 0.51, 0.70], [-8.12, 2.54, -3.09], [-6.16, 1.48, 7.53], [6.13, -0.15, -1.59], [2.54, 0.67, -5.31], [-3.37, 0.41, 2.64], [3.20, -6.64, -0.66], [-7.55, 1.60, -0.75], [5.33, -7.87, -0.15], [5.81, -7.79, -1.91], [-4.86, 0.98, 3.99], [-1.49, -4.13, 2.70], [-3.42, -2.98, 0.54], [6.51, 0.01, -0.44], [-6.33, 1.65, 5.46], [1.45, -1.52, 4.09], [5.00, -7.82, -1.19], [1.84, -0.21, -1.66], [1.24, -0.95, -0.87], [1.70, -2.24, -0.58], [3.82, 1.69, 2.83], [-2.54, -1.31, -2.89], [1.43, -2.01, 3.12], [4.26, -8.60, -1.38], [-4.77, -1.91, -1.84], [1.54, -0.08, 3.94], [3.81, -2.24, 1.89], [-0.66, 0.43, -0.34], [-0.89, 3.66, -1.83], [0.79, 1.90, 3.62], [-2.11, -1.54, -4.65], [-0.07, 1.33, -0.20], [3.23, 4.71, -4.69], [-0.48, 0.19, 2.86], [-3.62, 0.30, 3.70], [5.10, 5.36, -5.47], [4.07, -1.08, 2.48], [-5.76, -2.99, -0.84], [-6.91, 3.45, -4.03], [1.34, 5.27, -2.03], [-2.10, -0.87, -3.79], [3.55, -3.86, 3.22], [-0.11, 3.50, 2.64], [-3.64, -0.78, 3.84], [4.56, 1.91, 1.26], [5.97, 1.86, -2.26], [-4.88, -2.94, -1.49], [4.86, -5.59, -1.74], [-3.64, -3.28, -0.81], [-2.79, 1.31, -3.50], [3.53, 3.36, -4.66], [1.18, 5.47, -0.20], [-0.19, 3.49, 4.31], [1.70, 3.95, -1.15], [0.54, -1.81, 4.60], [5.18, -3.45, 2.92], [2.36, 2.61, -4.64], [-1.63, -3.25, 2.07], [-7.22, 1.64, -4.31], [-6.82, 1.96, 6.81], [4.29, -4.37, 1.75], [-4.15, -2.18, 1.14], [6.28, 0.89, -2.66], [5.53, 0.62, -3.40], [-5.13, 0.76, 0.56], [4.28, -6.56, -1.27], [4.30, 5.73, -4.84], [3.87, -2.63, -0.86], [2.30, -1.94, 4.63], [-6.19, 2.23, -2.57], [-7.17, 2.48, -3.62], [-2.27, -3.46, 0.79], [4.66, 2.91, -4.41], [0.50, 0.62, 3.45], [-1.29, 2.50, 3.51], [-5.01, 1.44, 5.24], [1.60, 0.75, -3.82], [4.44, 1.20, 2.08], [-1.12, -0.46, -3.55], [-5.29, 1.26, -0.76], [3.88, -0.05, 1.70], [4.63, 5.88, -3.81], [-2.08, -2.42, 2.62], [-5.20, -3.47, -2.39], [2.86, -2.93, -1.16], [-2.80, 0.55, 4.37], [-4.13, 1.62, 6.08], [-5.68, -0.17, 0.74], [-5.38, 1.52, 1.30], [1.06, 4.83, -1.07], [-0.65, -2.94, 1.72], [-0.69, 4.14, 0.24], [-6.89, 3.04, 6.91], [4.21, -3.52, 2.43], [3.95, 6.66, -5.27], [-1.36, 0.39, 0.50], [7.30, 0.96, -3.03], [-6.45, 1.72, -1.28], [-7.78, 1.46, 6.95], [3.32, 0.92, -3.78], [4.63, -0.95, 3.58], [2.44, 1.19, -4.36], [-2.80, 0.39, -4.28], [-0.24, 2.80, 3.47], [-3.43, 0.39, -5.34], [2.88, -2.90, -2.25]], "homo_energy_ev": [-11.8, -11.8], "multiplicity": 2, "e_lumo_ha": [-0.11787, -0.35819], "mol_weight_g_mol": 874.7, "charge": 1, "orbital_gap_ev": [8.6, 2.0]}

{"formula": "C5H13N2", "method": "wB97M-V/def2-TZVPD", "symbols": ["H", "H", "H", "N", "C", "N", "H", "H", "C", "C", "H", "H", "H", "H", "H", "C", "C", "H", "H", "H"], "xyz": [[-1.29, 1.54, -0.38], [2.26, -0.89, -0.84], [-0.79, -1.17, 0.95], [-1.02, 0.98, 0.53], [0.13, -0.76, -0.88], [1.62, 0.30, 0.83], [2.51, 0.89, 2.42], [-3.15, -0.02, 0.28], [1.52, -0.11, -0.63], [-0.97, -0.56, 0.14], [-2.74, -1.36, -0.85], [0.39, -1.84, -1.15], [-0.01, 1.28, 0.78], [-0.15, -0.36, -1.85], [3.65, 0.04, 1.11], [2.74, 0.40, 1.47], [-2.36, -0.47, -0.57], [1.67, 0.90, -1.13], [-1.61, 1.19, 1.33], [-2.41, 0.03, -1.54]], "e_above_lowest_kcal_mol": 82.1, "homo_energy_ev": -13.9, "e_lumo_ha": -0.11447, "mol_weight_g_mol": 101.2, "charge": 1, "smiles": "C=NCC[C@H](C)[NH3+]", "orbital_gap_ev": 10.7}